Below is C10H19F3NO10S2V as an isolated structure at a distorted geometry, with properties calculated with wB97M-V/def2-TZVPD.

XYZ file:
```
46
Properties=species:S:1:pos:R:3:mulliken_charge:R:1
O -2.040 0.748 0.701 -0.655
V -1.315 -0.378 1.500 1.612
O -1.774 -1.768 0.833 -0.630
C -4.564 -2.333 3.102 0.593
F -5.468 -2.993 3.857 -0.269
F -3.687 -3.229 2.650 -0.216
F -5.233 -1.842 2.040 -0.249
S -3.731 -1.009 4.066 1.192
O -2.717 -0.570 3.109 -0.660
O -4.777 -0.044 4.275 -0.673
O -3.237 -1.701 5.219 -0.667
S 0.765 -0.557 3.830 1.168
O 0.883 0.189 5.092 -0.748
O -0.019 -1.784 3.962 -0.699
O -0.003 0.329 2.815 -0.442
O 2.096 -0.755 3.203 -0.741
C 3.119 0.581 -0.510 -1.807
C 1.747 1.257 -0.696 1.783
C 1.869 2.302 -1.828 -1.249
C 1.574 1.807 -3.247 -0.747
C 0.292 0.985 -3.299 -1.119
C 0.294 -0.154 -2.311 1.405
N 0.665 0.338 -0.991 0.545
O 0.558 -0.683 -0.027 -0.130
C -1.110 -0.728 -2.214 -1.941
C 1.237 -1.270 -2.833 -1.850
C 1.400 2.040 0.573 -1.948
H 3.044 -0.222 0.224 0.300
H 3.855 1.330 -0.226 0.482
H 3.457 0.127 -1.450 0.400
H 1.314 3.226 -1.647 0.445
H 2.912 2.638 -1.800 0.362
H 2.437 1.264 -3.653 0.333
H 1.534 2.693 -3.893 0.384
H 0.209 0.589 -4.317 0.409
H -0.566 1.653 -3.179 0.371
H -1.397 -1.104 -3.202 0.447
H -1.182 -1.562 -1.517 0.329
H -1.804 0.030 -1.849 0.375
H 2.279 -0.971 -2.911 0.362
H 1.136 -2.173 -2.223 0.409
H 0.869 -1.593 -3.812 0.478
H 1.386 1.382 1.451 0.281
H 0.357 2.362 0.509 0.436
H 2.069 2.868 0.804 0.377
H 1.267 -1.314 -0.185 0.161
```

As for the molar mass: 485.331 g mol⁻¹. As for the energy relative to the best compared isomer or geometry (same formula, charge and spin): 8.8 kcal per mole. Its total charge is -2.

---

Below is one molecule with the formula C6H13N at a distorted geometry, with properties calculated with wB97M-V/def2-TZVPD.

XYZ file:
```
20
Properties=species:S:1:pos:R:3:nbo_charge:R:1
C 0.863 2.496 -1.845 -0.609
C 0.962 1.284 -0.922 -0.388
C -0.310 0.441 -0.857 -0.407
C -0.225 -0.641 0.209 -0.092
C 0.161 -2.016 -0.242 -0.635
C -0.772 -0.378 1.393 0.001
N -0.915 -1.243 2.484 -0.821
H 0.276 2.289 -2.736 0.202
H 0.392 3.324 -1.307 0.201
H 1.843 2.893 -2.103 0.209
H 1.255 1.620 0.072 0.195
H 1.810 0.657 -1.192 0.191
H -1.179 1.077 -0.692 0.204
H -0.369 -0.041 -1.833 0.198
H -0.682 -2.475 -0.756 0.217
H 0.479 -2.670 0.574 0.201
H 0.992 -1.977 -0.945 0.212
H -1.154 0.603 1.635 0.181
H -0.303 -2.050 2.505 0.370
H -0.900 -0.738 3.356 0.371
```

As for the molar mass: 99.177 g mol⁻¹. As for the energy relative to the best compared isomer or geometry (same formula, charge and spin): 7.8 kcal per mole. Its SMILES is CCC/C(C)=C/N.

---

Below is a 2-piece molecular cluster, C4H9IOS overall at a distorted geometry, with properties calculated with wB97M-V/def2-TZVPD.

XYZ file:
```
16
Properties=species:S:1:pos:R:3:nbo_charge:R:1
C -0.584 -1.605 0.764 -0.610
C 0.537 -0.560 0.514 -0.320
C 2.003 -0.841 0.530 -0.610
C 0.237 0.405 -0.673 0.494
O -0.823 0.589 -1.124 -0.546
H -0.573 -2.372 -0.038 0.211
H -1.599 -0.997 0.710 0.236
H -0.508 -2.136 1.686 0.217
H 0.380 0.202 1.247 0.213
H 2.097 -1.416 1.472 0.219
H 2.670 -0.085 0.410 0.218
H 2.187 -1.530 -0.270 0.203
H 1.152 0.961 -0.894 0.100
S -2.160 3.280 -0.657 -0.269
I -3.229 4.057 -2.623 0.059
H -1.788 2.050 -1.051 0.186
```

As for the molar mass: 232.086 g mol⁻¹. As for the energy relative to the best compared isomer or geometry (same formula, charge and spin): 29.0 kcal per mole. Its SMILES is CC(C)C=O.SI.

---

Which HOMO-LUMO gap belongs to each record? In order, 0.2247; 0.3233; 0.3032 Ha.
Which HOMO level belongs to each record? In order, -1.9; -7.7; -8.5 eV.